Record 1
Density functional theory data (ωB97M-V/def2-TZVPD) for a structure of composition C3H2NS2 at a distorted geometry.

Results
LUMO level	3.606	eV
net charge	-1
highest occupied orbital energy	-2.219	eV
gap between HOMO and LUMO	5.825	eV

```
8
Properties=species:S:1:pos:R:3:lowdin_charge:R:1
C 0.35 1.08 -0.03 -0.18
C 1.01 -1.04 0.02 -0.59
C -1.29 0.12 -0.03 -1.21
N 1.29 0.22 0.01 -0.18
S -2.80 0.76 0.02 0.30
S -0.71 -1.47 -0.01 0.81
H 0.39 2.15 -0.05 0.03
H 1.75 -1.82 0.07 0.01
```

***

Record 2
Density functional theory data (ωB97M-V/def2-TZVPD) for a structure of composition C3H2NiO3 at a distorted geometry.

Results
LUMO level (spin up / spin down)	0.207 / -1.512	eV
net charge	0
highest occupied orbital energy (spin up / spin down)	-8.735 / -8.300	eV
multiplicity	3
gap between HOMO and LUMO (spin up / spin down)	8.942 / 6.789	eV

```
9
Properties=species:S:1:pos:R:3:mulliken_spin:R:1
O -1.09 -0.78 4.04 0.00
C -0.69 -0.63 3.00 0.00
O 1.56 -0.28 -0.14 0.19
C 1.20 0.04 -1.36 0.69
C -0.18 0.40 -1.54 0.03
O -1.02 0.36 -0.46 0.13
H 0.85 1.34 -1.84 -0.02
Ni -0.04 -0.52 0.81 1.00
H -0.59 0.07 -2.51 -0.02
```